Entry 1:
Molecular formula: C16H30O4
Method: DFT, wB97M-V/def2-TZVPD

Calculated values
- lowest unoccupied orbital energy (eV) = 1.0
- DFT total energy (hartree) = -928.65910
- energy relative to the best compared isomer or geometry (same formula, charge and spin) (kJ/mol) = 3.7
- SMILES string = CCCCOC(=O)CCCCCCC(=O)OCCCC
- HOMO (eV) = -10.14
- total charge = 0

Each line ends with the Löwdin charge.
Element x y z (Å)
C  -2.65150  -1.53252  -0.81183  -0.098
C  -2.31198  -3.00578  -1.00399  -0.251
C  -0.87541  -3.24269  -1.47155  -0.172
C  -0.61183  -2.80851  -2.91323  -0.159
O  -0.56701  -1.38925  -3.05963  -0.012
C  0.59208  -0.78082  -2.80779  -0.506
O  1.61423  -1.35477  -2.53150  0.104
C  0.43905  0.72057  -2.87247  -0.083
C  0.45558  1.25449  -1.43635  -0.190
C  0.31474  2.77315  -1.37247  -0.201
C  0.21108  3.25288  0.07679  -0.195
C  -1.18234  3.02247  0.67475  -0.189
C  -1.11778  2.68989  2.16617  -0.087
C  -0.64584  1.26586  2.37102  -0.495
O  -1.03537  0.32340  1.72914  0.090
O  0.23064  1.18680  3.37090  0.012
C  0.74931  -0.09955  3.71841  -0.161
C  2.21160  -0.24471  3.30061  -0.174
C  2.43192  -0.20724  1.78709  -0.244
C  1.77237  -1.36692  1.04989  -0.100
H  -2.52828  -0.98630  -1.74294  0.065
H  -2.01005  -1.08677  -0.05525  0.050
H  -3.68397  -1.42675  -0.48495  0.072
H  -2.45288  -3.52802  -0.05473  0.104
H  -2.99981  -3.44877  -1.72913  0.104
H  -0.18058  -2.71475  -0.81639  0.102
H  -0.65094  -4.30962  -1.40909  0.116
H  -1.41393  -3.14235  -3.57531  0.130
H  0.34558  -3.21966  -3.25126  0.123
H  -0.49973  0.96962  -3.36613  0.124
H  1.27484  1.14222  -3.43234  0.129
H  -0.35101  0.78349  -0.87233  0.104
H  1.39912  0.96132  -0.97265  0.115
H  -0.57206  3.09038  -1.92523  0.117
H  1.18426  3.23229  -1.84781  0.114
H  0.45767  4.31497  0.13223  0.112
H  0.95581  2.71704  0.66947  0.102
H  -1.80030  3.90854  0.52307  0.114
H  -1.67136  2.18663  0.17247  0.105
H  -2.11804  2.75489  2.60191  0.129
H  -0.45952  3.37063  2.70527  0.124
H  0.12951  -0.86841  3.24963  0.118
H  0.66263  -0.17369  4.80622  0.128
H  2.57465  -1.19387  3.69947  0.116
H  2.78321  0.56152  3.76579  0.113
H  3.50819  -0.22681  1.60140  0.109
H  2.04942  0.73749  1.39374  0.085
H  2.06963  -2.31714  1.48934  0.080
H  0.68945  -1.28261  1.09492  0.050
H  2.06836  -1.36611  0.00310  0.058

Entry 2:
Molecular formula: C11H33AsF6O5
Method: DFT, wB97M-V/def2-TZVPD

Calculated values
- lowest unoccupied orbital energy (eV) = 0.3
- DFT total energy (hartree) = -3650.12427
- energy relative to the best compared isomer or geometry (same formula, charge and spin) (kJ/mol) = 37.9
- HOMO (eV) = -10.40
- total charge = 0

Each line ends with the Löwdin charge.
Element x y z (Å)
O  0.22525  0.63000  -0.13383  0.206
H  0.98432  0.20843  0.27569  0.100
H  -0.55832  0.42287  0.38069  0.065
H  0.40806  1.56167  -0.27579  0.033
As  1.09909  3.52959  1.02423  0.917
F  0.66484  2.08703  1.99567  -0.252
F  0.07480  4.72956  1.87129  -0.257
F  1.64882  4.80857  -0.06713  -0.269
F  2.18370  2.42998  0.05471  -0.290
F  -0.09147  3.05251  -0.19765  -0.241
F  2.50154  3.96305  2.02132  -0.265
C  1.36882  -1.41975  -2.73237  -0.084
C  2.33643  -0.33590  -3.00843  -0.344
O  1.85704  0.87030  -2.47736  -0.068
H  1.83082  -2.33447  -3.10374  0.083
H  0.37284  -1.26004  -3.14544  0.071
H  1.16996  -1.56815  -1.67099  0.059
H  2.52274  -0.19297  -4.07283  0.112
H  3.32530  -0.63650  -2.66219  0.108
H  2.57120  1.51092  -2.44307  0.091
C  -3.13002  -1.43827  2.42196  -0.062
C  -2.45232  -0.10997  2.32541  -0.451
C  -1.26995  -0.06283  3.26880  -0.024
O  -2.02254  0.01603  0.98253  -0.070
H  -3.85984  -1.63704  1.63713  0.073
H  -3.77514  -1.60479  3.28463  0.086
H  -2.44414  -2.28203  2.49758  0.089
H  -3.14890  0.71131  2.49395  0.143
H  -1.40821  0.85804  3.83534  0.090
H  -0.29853  0.01641  2.78078  0.057
H  -1.21975  -1.00477  3.81500  0.080
H  -2.74626  -0.19536  0.38827  0.047
C  -4.28750  0.01971  -3.44037  -0.052
C  -3.15612  -0.39148  -2.48948  -0.410
C  -2.06495  0.72551  -2.38236  -0.035
O  -3.54634  -0.64808  -1.11916  -0.081
H  -4.93368  0.81728  -3.07374  0.085
H  -4.88955  -0.87809  -3.58032  0.076
H  -3.88718  0.38429  -4.38638  0.082
H  -2.75502  -1.34078  -2.84452  0.131
H  -2.30181  1.62548  -1.81486  0.094
H  -1.86534  1.09612  -3.38780  0.078
H  -1.09798  0.28895  -2.13239  0.046
H  -4.48918  -0.82014  -1.06415  0.097
C  3.40360  -2.09672  2.83033  -0.030
C  2.94950  -1.08569  1.70178  -0.504
C  4.01588  -0.54687  0.77087  -0.039
O  1.86894  -1.59951  1.01285  -0.049
H  4.20828  -1.70432  3.45211  0.074
H  3.67398  -3.12461  2.58863  0.073
H  2.60955  -2.21128  3.56822  0.070
H  2.50678  -0.22570  2.20429  0.127
H  3.64982  0.09072  -0.03386  0.065
H  4.57104  -1.37713  0.33435  0.082
H  4.77137  0.01734  1.31768  0.089
H  2.32576  -2.33837  0.60419  0.097

Entry 3:
Molecular formula: C9H7BrClN2O2
Method: DFT, wB97M-V/def2-TZVPD

Calculated values
- lowest unoccupied orbital energy (spin up / spin down) (eV) = 3.0 / -0.2
- DFT total energy (hartree) = -3641.20656
- multiplicity = 3
- <S²> = 2.0205
- HOMO (spin up / spin down) (eV) = -0.97 / -4.97
- total charge = -1

Each line ends with the Mulliken spin population.
Element x y z (Å)
C  2.03977  1.07119  1.07259  0.465
C  0.43565  1.27632  2.79560  0.274
C  1.71774  1.37370  2.42182  -0.139
C  -0.10530  0.50407  0.71251  -0.026
C  -1.27491  -1.64374  0.45246  -0.026
C  0.44267  -0.90771  -2.05414  0.001
C  -0.95392  -1.08117  -2.69028  0.017
C  -0.78768  -0.06682  -1.59854  0.009
C  -1.33972  -0.13550  -0.23601  0.226
N  1.10998  0.69206  0.16261  0.188
N  -0.45234  0.86551  1.92220  0.263
O  -2.17880  -1.73101  1.28406  0.493
O  -0.30091  -2.33970  0.18478  0.142
Cl  3.10263  1.86759  3.47075  0.012
Br  -3.03939  0.71169  0.04820  -0.001
H  3.09403  1.22384  0.66066  0.048
H  -0.09427  1.66991  3.70001  0.039
H  0.90431  -1.74341  -1.52282  0.000
H  0.95609  -0.09906  -2.77690  0.001
H  -1.09142  -0.52663  -3.65015  0.000
H  -1.56711  -1.92577  -2.55688  -0.002
H  -0.61710  0.94464  -1.80253  0.015

Entry 4:
Molecular formula: C3H5NO3
Method: DFT, wB97M-V/def2-TZVPD

Calculated values
- lowest unoccupied orbital energy (eV) = 0.3
- DFT total energy (hartree) = -397.68680
- energy relative to the best compared isomer or geometry (same formula, charge and spin) (kJ/mol) = 393.5
- HOMO (eV) = -9.45
- total charge = 0

Each line ends with the Löwdin charge.
Element x y z (Å)
N  0.65846  -0.18415  1.52405  0.156
C  -0.48327  -0.01712  0.57187  -0.724
O  -1.63628  -0.18392  0.93498  0.040
C  0.38368  -0.88993  -0.23243  0.193
O  -0.34654  -0.00783  -1.98737  0.018
C  -0.38660  1.13360  -1.50411  -0.347
O  -0.23675  1.41811  -0.25238  0.036
H  1.34048  0.56389  1.57086  0.114
H  0.33330  -0.51447  2.42627  0.121
H  1.32934  -0.54648  -0.62447  0.113
H  0.17428  -1.95659  -0.25609  0.130
H  -0.53991  2.00326  -2.15874  0.149

Entry 5:
Molecular formula: C18H19ClN2O2S2
Method: DFT, wB97M-V/def2-TZVPD

Calculated values
- lowest unoccupied orbital energy (eV) = 0.6
- DFT total energy (hartree) = -2213.92574
- energy relative to the best compared isomer or geometry (same formula, charge and spin) (kJ/mol) = 0.0
- SMILES string = COC(=O)CSc1nc(SCc2ccccc2Cl)nc2c1CCCC2
- HOMO (eV) = -8.33
- total charge = 0

Each line ends with the Löwdin charge.
Element x y z (Å)
C  -3.42113  -2.51794  -0.02620  -0.028
O  -2.31378  -2.53871  -0.92079  -0.038
C  -1.08996  -2.41385  -0.40012  -0.580
O  -0.84621  -2.22786  0.75737  0.096
C  -0.06504  -2.56938  -1.50788  -0.352
S  1.61817  -2.29255  -0.91128  1.033
C  1.62196  -0.54531  -0.74242  -0.500
N  0.51454  0.10624  -1.05809  0.059
C  0.55763  1.42787  -0.94380  -0.672
S  -0.86862  2.35964  -1.33869  1.006
C  -2.14410  1.04665  -1.44609  -0.410
C  -2.88604  0.88679  -0.15831  -0.316
C  -2.19127  0.68885  1.03128  -0.058
C  -2.85122  0.53416  2.23511  -0.072
C  -4.23488  0.57969  2.27465  -0.083
C  -4.94972  0.77348  1.10704  -0.115
C  -4.27666  0.92445  -0.09528  -0.618
Cl  -5.22350  1.13823  -1.53348  0.703
N  1.60154  2.14229  -0.57600  0.110
C  2.71427  1.48734  -0.25746  -0.217
C  2.78464  0.09718  -0.30700  -0.167
C  4.01896  -0.67101  0.04246  -0.182
C  5.02030  0.19043  0.80625  -0.191
C  5.18842  1.53461  0.10479  -0.194
C  3.88196  2.31771  0.17289  -0.124
H  -3.71310  -3.54437  0.20305  0.100
H  -3.15489  -1.99559  0.89361  0.081
H  -4.23301  -2.00294  -0.53471  0.092
H  -0.09505  -3.59154  -1.88604  0.092
H  -0.27457  -1.87590  -2.32147  0.087
H  -2.80891  1.33524  -2.25722  0.040
H  -1.60376  0.13728  -1.70636  0.062
H  -1.11333  0.64943  1.00578  0.104
H  -2.28459  0.37636  3.13949  0.109
H  -4.75948  0.46510  3.21068  0.104
H  -6.02783  0.81065  1.12117  0.102
H  3.73831  -1.55221  0.62611  0.101
H  4.47189  -1.03711  -0.88509  0.125
H  5.97700  -0.33011  0.86912  0.111
H  4.66006  0.35765  1.82347  0.120
H  5.98636  2.11191  0.57435  0.110
H  5.46323  1.36654  -0.93876  0.119
H  3.91608  3.21536  -0.44620  0.121
H  3.69534  2.64526  1.20008  0.128

Entry 6:
Molecular formula: C25H27N3O2S
Method: DFT, wB97M-V/def2-TZVPD

Calculated values
- lowest unoccupied orbital energy (eV) = -0.3
- DFT total energy (hartree) = -1681.71589
- energy relative to the best compared isomer or geometry (same formula, charge and spin) (kJ/mol) = 319.7
- SMILES string = CCN1C(=O)C([C@H](c2ccccc2)c2c(C)n(C)c3ccccc23)C(=O)N(CC)C1=S
- HOMO (eV) = -7.60
- total charge = 0

Each line ends with the Löwdin charge.
Element x y z (Å)
C  -3.18305  -3.94769  -2.44702  -0.102
C  -3.21625  -2.47155  -2.75842  -0.214
N  -1.89820  -1.75257  -2.48736  -0.012
C  -1.72153  -1.35722  -1.15807  -0.356
O  -2.38119  -1.89949  -0.24601  0.056
C  -0.64208  -0.32903  -0.92937  -0.017
C  -0.45410  0.09721  0.87444  -0.076
C  -1.67584  0.71772  1.53585  -0.151
C  -1.45096  1.53864  2.70733  -0.042
C  -2.48526  2.27327  3.29714  -0.083
C  -3.80713  2.09808  2.87059  -0.090
C  -4.05212  1.27714  1.76456  -0.088
C  -3.02773  0.57583  1.13707  -0.036
C  0.82463  0.72134  1.25237  -0.135
C  2.02514  0.04858  1.58887  -0.205
C  2.24459  -1.42073  1.74032  -0.010
N  2.98199  0.97566  1.94100  -0.058
C  4.29195  0.60172  2.46469  -0.012
C  2.50871  2.26537  1.71421  -0.163
C  3.08704  3.43727  2.16682  -0.017
C  2.31284  4.59477  2.02008  -0.101
C  0.98309  4.52764  1.64866  -0.099
C  0.39147  3.33882  1.18648  -0.024
C  1.16281  2.15218  1.25682  -0.109
C  0.47316  -0.51205  -1.83569  -0.329
O  1.61470  -0.02793  -1.60147  0.053
N  0.34322  -1.41103  -2.94445  -0.003
C  1.44880  -1.45478  -3.95275  -0.229
C  2.08448  -2.80850  -3.97643  -0.115
C  -0.83865  -2.05983  -3.35624  -0.629
S  -1.00863  -2.99060  -4.75535  0.762
H  -4.17720  -4.34385  -2.66267  0.080
H  -2.43838  -4.43636  -3.09002  0.032
H  -2.98286  -4.11456  -1.38561  0.074
H  -3.36171  -2.27698  -3.83845  0.089
H  -3.95358  -1.93782  -2.13424  0.123
H  -1.03451  0.83041  -0.86924  0.226
H  -0.49292  -1.02355  0.80675  0.124
H  -0.43739  1.52433  3.14803  0.123
H  -2.22370  2.88703  4.16894  0.107
H  -4.63272  2.65309  3.34147  0.105
H  -5.06631  1.06998  1.44859  0.099
H  -3.25171  -0.17929  0.36208  0.094
H  1.25538  -1.95209  1.65924  0.093
H  2.92847  -1.83236  0.94393  0.102
H  2.73891  -1.57764  2.74370  0.091
H  4.80358  1.55973  2.64696  0.076
H  4.17282  0.07833  3.43564  0.098
H  4.87298  -0.02019  1.74710  0.106
H  4.04780  3.40940  2.65046  0.093
H  2.72409  5.54476  2.38752  0.105
H  0.36735  5.42307  1.60431  0.099
H  -0.61048  3.25810  0.74707  0.116
H  0.91539  -1.26834  -4.89861  0.089
H  2.14545  -0.64688  -3.71711  0.116
H  2.88062  -2.80054  -4.71437  0.078
H  2.51654  -3.04700  -3.00170  0.082
H  1.35815  -3.57901  -4.24845  0.014